A cluster of 2 separate species, C31H45F6NO6P in total. Source: the OMol25 dataset; level of theory: ωB97M-V/def2-TZVPD.

XYZ file:
```
90
Properties=species:S:1:pos:R:3:forces:R:3:lowdin_charge:R:1
C -2.900 2.071 -3.910 -0.1 0.0 0.0 -0.086
C -3.576 3.073 -2.964 0.0 -0.2 -0.3 -0.213
C -2.623 3.691 -1.967 0.1 0.2 -0.2 -0.171
O -2.140 2.731 -1.015 -0.1 -0.3 0.0 -0.086
C -2.598 2.897 0.282 0.2 0.0 0.0 -0.344
C -1.889 1.901 1.201 0.3 0.5 0.2 0.001
N -2.393 0.480 1.175 -0.3 -0.2 -0.4 -0.031
C -2.037 -0.329 -0.089 0.0 -0.2 -0.5 -0.057
C -0.804 0.082 -0.882 0.1 -0.4 -0.1 -0.153
C -0.141 -1.128 -1.569 0.2 0.3 0.1 -0.171
C 1.334 -0.830 -1.829 0.1 0.2 0.0 -0.203
C 1.546 0.269 -2.867 0.1 -0.3 -0.1 -0.213
C 3.021 0.549 -3.139 0.0 0.2 0.2 -0.197
C 3.740 1.267 -1.987 0.1 0.1 -0.2 -0.199
C 2.964 2.470 -1.453 0.2 -0.1 0.1 -0.189
C 3.852 3.478 -0.741 0.1 0.0 -0.1 -0.233
O 3.182 4.693 -0.472 0.1 0.1 0.0 -0.173
C 2.356 4.666 0.665 0.0 0.1 0.1 -0.113
C -1.765 -0.326 2.335 -0.2 0.1 0.1 -0.433
F -1.937 0.419 3.442 -0.1 -0.2 0.0 0.138
F -2.532 -1.431 2.438 0.2 0.3 0.1 0.141
C -0.318 -0.663 2.158 -0.3 0.1 0.1 -0.120
C 0.051 -1.942 1.788 -0.3 -0.2 -0.1 -0.004
C 1.381 -2.257 1.625 0.2 -0.3 -0.1 -0.014
C 2.344 -1.296 1.848 0.4 -0.2 -0.1 0.026
C 1.969 -0.028 2.241 0.5 0.3 0.1 -0.095
C 3.030 1.000 2.535 0.3 0.3 0.0 -0.541
F 2.530 2.260 2.464 0.2 -0.7 0.2 0.114
F 4.051 0.923 1.650 -0.4 0.0 0.4 0.139
F 3.541 0.832 3.770 -0.1 0.1 -0.4 0.165
C 0.648 0.297 2.409 -0.3 0.3 0.2 0.047
C -3.936 0.543 1.268 0.1 -0.1 0.3 -0.170
P -4.675 1.096 2.887 0.0 0.4 0.1 0.467
O -4.089 2.335 3.386 0.0 -0.2 0.0 -0.207
O -4.659 -0.151 3.870 0.2 0.1 -0.1 -0.096
O -6.206 1.165 2.487 0.1 -0.1 -0.2 -0.074
C -4.441 1.495 0.182 0.0 -0.1 -0.2 -0.166
O -3.989 2.808 0.390 -0.2 0.0 -0.1 -0.021
H -3.353 2.104 -4.900 0.0 0.0 0.0 0.075
H -2.997 1.043 -3.559 0.1 0.0 0.1 0.062
H -1.840 2.293 -4.036 0.0 0.0 0.0 0.074
H -4.411 2.584 -2.461 -0.1 0.1 0.1 0.098
H -4.019 3.884 -3.545 0.1 0.1 0.0 0.119
H -1.741 4.051 -2.501 0.0 0.0 0.0 0.132
H -3.070 4.552 -1.467 -0.1 -0.1 0.2 0.133
H -2.332 3.890 0.658 -0.1 0.1 0.0 0.183
H -2.036 2.265 2.214 -0.2 -0.1 0.0 0.132
H -0.827 1.935 0.989 0.0 -0.2 -0.2 0.128
H -1.920 -1.360 0.232 -0.1 0.0 0.2 0.116
H -2.908 -0.335 -0.737 0.0 0.2 0.1 0.130
H -0.042 0.521 -0.240 0.0 0.2 0.1 0.102
H -1.084 0.798 -1.643 0.0 0.3 0.1 0.099
H -0.627 -1.324 -2.526 -0.2 -0.2 0.1 0.121
H -0.208 -2.009 -0.928 -0.1 -0.1 -0.1 0.097
H 1.795 -0.527 -0.881 0.0 0.0 0.0 0.096
H 1.862 -1.731 -2.149 -0.1 -0.1 0.0 0.123
H 1.058 1.190 -2.544 -0.1 0.0 -0.1 0.094
H 1.061 -0.046 -3.795 0.0 0.1 0.0 0.120
H 3.535 -0.388 -3.360 0.0 0.0 -0.1 0.113
H 3.100 1.183 -4.025 0.0 0.0 -0.1 0.115
H 3.995 0.574 -1.182 -0.1 0.0 0.1 0.104
H 4.697 1.628 -2.374 0.1 -0.1 0.0 0.115
H 2.182 2.134 -0.763 -0.2 0.1 -0.1 0.098
H 2.490 2.997 -2.285 -0.1 0.0 0.0 0.128
H 4.269 3.056 0.182 0.0 0.0 0.0 0.114
H 4.692 3.739 -1.386 0.0 0.0 0.0 0.129
H 2.829 4.128 1.491 0.0 0.1 -0.1 0.069
H 2.192 5.695 0.980 0.0 0.1 -0.1 0.092
H 1.379 4.216 0.448 0.0 -0.1 0.0 0.075
H -0.700 -2.701 1.621 0.0 0.0 0.0 0.133
H 1.669 -3.252 1.320 0.1 0.0 0.0 0.105
H 3.392 -1.532 1.729 0.0 0.0 0.0 0.141
H 0.389 1.290 2.747 -0.1 0.0 0.0 0.137
H -4.310 -0.457 1.045 0.1 -0.1 0.1 0.149
H -4.079 0.035 4.621 0.0 -0.2 0.1 0.102
H -6.669 0.320 2.568 -0.2 0.1 0.1 0.110
H -5.527 1.511 0.211 0.0 0.0 0.1 0.140
H -4.151 1.130 -0.806 0.0 0.1 0.0 0.116
F 3.323 -4.805 0.997 0.0 0.0 0.0 0.027
C 2.924 -6.090 0.807 0.0 -0.1 0.0 -0.285
C 2.057 -6.365 -0.230 0.0 0.1 0.0 -0.026
C 1.653 -7.679 -0.420 0.0 0.0 0.0 -0.080
C 2.113 -8.681 0.422 0.0 0.0 0.0 -0.087
C 2.984 -8.372 1.458 0.0 0.0 0.0 -0.073
C 3.401 -7.064 1.658 0.0 0.0 0.1 -0.014
H 1.716 -5.567 -0.877 0.0 0.0 0.0 0.111
H 0.980 -7.919 -1.231 0.0 0.0 0.0 0.107
H 1.795 -9.703 0.269 0.0 0.0 0.0 0.106
H 3.344 -9.151 2.115 0.0 0.0 0.0 0.110
H 4.084 -6.800 2.453 0.0 0.0 0.0 0.120
```
Positions in Å, forces in eV/Å.

The total energy comes out at -2654.85351 a.u. As for the molar mass: 672.66 g/mol. The value obtained for the largest force on an atom is 0.80 eV/A. As for the total charge: +1.



A cluster of 5 separate species, C31H46Br2F12N4O9P in total in a non-equilibrium geometry. Source: the OMol25 dataset; level of theory: ωB97M-V/def2-TZVPD.

XYZ file:
```
105
Properties=species:S:1:pos:R:3:forces:R:3:lowdin_charge:R:1
C 2.719 2.521 -1.681 -0.5 0.4 -0.3 -0.097
C 1.656 1.422 -1.407 -0.1 -0.2 0.3 -0.184
C 0.565 1.858 -0.326 0.4 0.8 -0.2 -0.269
C 0.885 3.244 0.386 -1.2 -0.5 -0.3 -0.030
C 0.355 0.823 0.776 1.3 -1.6 2.1 -0.012
C -0.935 0.222 1.085 -1.0 2.1 -2.0 -0.231
C -2.097 0.678 0.186 -0.3 -0.4 -0.4 -0.674
Br -3.268 2.135 0.678 1.0 -0.7 0.3 0.743
C -2.276 0.058 -0.986 0.0 -0.4 -0.2 -0.691
C -1.380 -1.084 -1.504 -0.1 0.4 -0.2 -0.090
Br -3.722 0.566 -2.191 1.1 -0.3 0.8 0.784
N -1.273 -0.658 1.985 -0.2 -0.3 0.0 0.170
N -0.308 -1.052 2.781 1.2 1.1 -1.0 0.045
C 0.937 -0.578 2.659 2.4 0.9 1.6 -0.220
P 2.166 -1.254 3.961 0.9 -1.7 1.0 0.925
N 1.180 -1.499 5.398 0.2 1.5 -1.9 -0.153
O 3.229 -0.067 4.421 -1.9 0.1 -0.6 -0.262
C 1.427 0.350 1.678 -2.9 0.5 -2.1 -0.051
C 2.876 0.837 1.544 0.1 -0.4 0.9 -0.138
C 3.959 -0.286 1.388 0.9 0.3 -0.4 -0.169
C 4.465 -0.540 -0.083 0.8 -0.8 0.6 -0.156
C 4.469 -2.090 -0.440 0.2 0.4 -0.4 -0.261
N 4.013 -2.401 -1.799 0.0 -0.3 0.5 -0.014
H 2.165 3.429 -2.017 0.5 -0.6 0.2 0.090
H 3.422 2.275 -2.502 -0.4 -0.2 0.5 0.093
H 3.312 2.833 -0.803 -0.3 -0.4 -0.4 0.040
H 1.145 1.186 -2.369 0.2 0.2 0.7 0.119
H 2.073 0.458 -1.047 0.1 0.6 -0.4 0.079
H -0.361 2.051 -0.908 0.4 -0.4 0.8 0.130
H 0.768 4.041 -0.377 0.4 -0.4 0.6 0.095
H 1.872 3.267 0.876 -0.6 0.1 -0.2 0.073
H 0.047 3.404 1.106 0.8 0.1 -0.2 0.089
H -1.779 -2.092 -1.264 0.0 0.7 -0.2 0.099
H -0.355 -1.028 -1.081 -0.6 0.1 -0.1 0.070
H -1.285 -0.969 -2.604 -0.1 -0.3 0.7 0.077
H -0.544 -1.736 3.500 0.0 0.3 -0.2 0.156
H 0.548 -2.289 5.274 0.2 0.0 0.3 0.031
H 0.667 -0.621 5.519 -0.3 -0.5 0.7 0.042
H 2.826 0.819 4.444 0.4 -0.2 0.3 0.070
H 3.113 1.400 2.475 -0.1 -0.3 -0.7 0.096
H 3.010 1.569 0.725 -0.4 -0.6 0.5 0.080
H 4.845 0.056 1.970 -0.7 -0.2 -0.2 0.119
H 3.686 -1.270 1.818 -0.2 0.7 -0.1 0.056
H 5.542 -0.248 -0.120 -0.8 0.1 0.0 0.109
H 3.967 0.067 -0.862 0.1 -0.5 0.5 0.078
H 5.510 -2.477 -0.333 -0.7 0.3 0.0 0.115
H 3.848 -2.688 0.256 0.3 0.5 -0.3 0.082
H 3.001 -2.411 -1.849 0.2 0.2 -0.3 0.054
H 4.436 -1.818 -2.512 -0.2 0.0 0.1 0.067
C -4.376 -1.998 -4.836 -0.1 -0.2 -0.3 -0.067
C -5.432 -2.131 -3.757 0.5 0.3 0.1 -0.232
O -6.691 -2.518 -4.328 -0.4 -0.3 0.0 0.031
C -6.847 -3.824 -4.563 0.8 0.5 0.5 -0.384
O -6.026 -4.664 -4.337 -0.4 -0.2 -0.2 0.173
C -8.247 -4.096 -5.122 -1.2 -0.3 -0.7 -0.532
F -8.591 -3.210 -6.071 0.3 0.0 0.2 0.163
F -9.178 -4.020 -4.155 0.4 0.1 0.1 0.164
F -8.342 -5.311 -5.667 0.4 0.2 0.3 0.172
H -4.710 -1.313 -5.617 0.0 0.1 0.1 0.090
H -3.441 -1.626 -4.415 0.0 0.0 0.0 0.047
H -4.182 -2.959 -5.315 0.0 0.0 0.1 0.082
H -5.591 -1.165 -3.278 -0.3 -0.1 -0.1 0.055
H -5.126 -2.831 -2.978 -0.1 -0.1 -0.1 0.127
C 2.722 -8.356 -0.062 -0.4 0.2 0.0 -0.056
C 3.651 -7.377 0.624 0.3 -0.8 -0.2 -0.189
O 3.047 -6.071 0.711 -0.3 0.7 0.3 0.031
C 2.201 -5.883 1.720 0.7 -1.2 -0.3 -0.397
O 1.910 -6.700 2.542 -0.4 0.5 0.2 0.182
C 1.685 -4.442 1.705 -0.4 1.0 -0.2 -0.520
F 1.336 -4.032 0.473 0.1 -0.2 0.1 0.151
F 2.616 -3.577 2.149 0.0 -0.6 -0.1 0.088
F 0.602 -4.275 2.484 0.2 -0.3 0.0 0.140
H 2.416 -7.974 -1.037 0.1 0.0 0.0 0.085
H 3.213 -9.320 -0.198 0.0 0.1 0.0 0.088
H 1.813 -8.511 0.521 0.1 -0.1 0.1 0.079
H 4.560 -7.257 0.036 -0.1 0.3 0.0 0.128
H 3.950 -7.730 1.612 -0.2 0.2 0.1 0.128
C 6.864 4.574 4.808 0.1 -0.3 -0.2 -0.055
C 5.774 5.278 4.028 0.1 0.2 0.8 -0.190
O 5.978 5.123 2.609 -0.2 -0.3 -0.6 0.046
C 5.545 3.991 2.073 0.0 0.5 1.1 -0.383
O 5.007 3.100 2.673 -0.1 -0.2 -0.5 0.146
C 5.788 3.995 0.562 0.5 0.1 -1.3 -0.525
F 7.009 4.441 0.247 -0.2 -0.1 0.3 0.181
F 4.902 4.788 -0.070 -0.1 -0.1 0.4 0.162
F 5.668 2.769 0.032 -0.1 0.1 0.5 0.151
H 7.848 4.921 4.490 -0.1 0.1 0.1 0.088
H 6.752 4.761 5.876 0.0 0.0 0.0 0.087
H 6.835 3.496 4.641 -0.1 0.0 0.1 0.077
H 5.808 6.348 4.228 0.0 0.0 -0.3 0.130
H 4.782 4.927 4.315 0.0 -0.1 -0.2 0.123
C -7.068 2.556 -1.988 -0.1 0.2 -0.3 -0.068
C -7.131 3.132 -0.589 0.1 -0.6 -0.1 -0.200
O -7.258 4.561 -0.629 -0.1 0.5 0.1 0.027
C -8.495 5.035 -0.815 0.3 -1.0 0.1 -0.384
O -9.472 4.362 -0.949 -0.1 0.4 0.0 0.180
C -8.482 6.566 -0.786 -0.1 1.4 -0.1 -0.532
F -7.466 7.077 -1.502 -0.1 -0.4 0.1 0.159
F -8.348 7.027 0.471 0.0 -0.4 -0.1 0.162
F -9.608 7.086 -1.278 0.1 -0.5 0.1 0.173
H -6.268 3.028 -2.561 0.1 -0.1 0.1 0.080
H -6.891 1.480 -1.953 0.0 0.0 0.1 0.064
H -7.997 2.735 -2.530 0.0 -0.1 0.1 0.083
H -6.202 2.919 -0.060 0.0 0.3 0.0 0.085
H -7.941 2.688 -0.008 -0.1 0.2 -0.1 0.130
```
Positions in Å, forces in eV/Å.

The total energy comes out at -8792.57186 a.u. As for the molar mass: 1037.49 g/mol. The value obtained for the largest force on an atom is 3.62 eV/A. As for the total charge: +1.



Respective E_HOMO values: -0.4157; -0.4147 hartree.